# 1
The following is a DFT calculation (ωB97M-V with the def2-TZVPD basis set) of 5 unconnected molecules or ions with the total composition C43H50BrCl8F4N4O3 in a non-equilibrium geometry.

The LUMO energy comes out at -5.3 eV. The calculation puts the total energy at -238578.0004 eV. The value obtained for the largest force on an atom is 5.92 eV/A.

Structure (ORCA input):
```
! wB97M-V def2-TZVPD RIJCOSX def2/J DEFGRID3
* xyz 1 1
H -1.985 -0.853 -5.374
C -2.324 -3.475 -2.716
C -9.973 1.147 -0.291
Cl 3.875 7.739 0.499
H -0.476 -1.691 -4.578
H 5.160 3.244 -0.210
Cl 4.904 1.441 -2.356
C 5.580 0.902 2.298
C 1.081 -0.528 -0.414
C 4.474 -1.188 1.766
F -9.960 -3.570 -2.512
C 4.507 -1.547 3.118
H -2.234 -3.518 -4.996
C 4.298 3.542 -0.803
C 7.706 -0.831 7.228
C -8.667 0.541 -1.140
C 5.531 8.102 0.164
N -5.225 -1.661 -1.756
H -6.139 -2.091 -4.331
H -6.751 -0.216 -0.164
H 1.220 4.638 -2.890
C 6.998 -1.992 7.560
N -7.738 -1.952 -1.252
C -8.338 -2.380 -4.159
H 8.148 7.326 -1.879
Cl 6.942 0.554 6.531
H 0.077 1.225 -3.152
O -0.218 -1.713 1.525
H -2.253 0.730 -3.631
H -0.825 -3.111 3.153
H 7.129 -3.982 8.393
C -4.879 -2.531 -0.583
H -0.078 -2.612 -0.463
H -7.120 -4.020 -1.039
C 9.083 -0.766 7.463
F -9.801 -4.455 -4.723
H -7.556 0.695 -2.737
C -0.150 0.410 -1.034
C 3.936 2.810 -1.939
F -8.377 -2.430 -5.666
H -5.144 -4.881 -0.676
H -3.483 -5.441 -2.483
H 9.564 -3.852 8.810
C 9.751 -1.852 8.030
C 2.084 4.325 -2.309
C 2.450 5.053 -1.176
Cl 3.784 -2.204 0.552
H 6.046 1.220 4.378
H 10.822 -1.798 8.211
H -10.996 0.764 -0.711
H -1.145 0.055 -0.489
H -9.839 2.310 -0.289
H -1.517 -3.525 1.447
C 2.824 3.201 -2.693
H 0.590 -0.581 -2.978
C 7.671 -3.077 8.130
H -3.658 -2.382 -4.345
H 3.839 5.225 0.463
C 3.555 4.661 -0.422
H 4.995 0.325 0.311
H 9.642 0.131 7.206
N -8.405 1.154 -2.340
H -1.389 -4.211 -2.817
C -8.977 -3.817 -3.630
H 9.257 9.012 -0.448
H -2.459 -0.595 -2.296
H -8.334 -0.896 0.599
C 5.072 -0.677 4.055
H -3.448 -4.251 -0.147
C 8.213 8.760 -0.277
H -2.022 -2.715 -1.852
H 6.000 1.853 1.978
C -2.527 -2.723 -4.184
C 0.547 -1.929 0.269
C -1.757 -0.259 -3.185
H -4.486 -1.602 -2.485
O -6.015 -2.682 0.373
H 7.989 10.130 1.371
C 5.608 0.546 3.646
O -8.318 -3.503 0.647
H -8.142 -4.579 -3.264
C -7.807 -0.673 -0.449
C -0.576 -3.089 2.003
H -8.008 -3.366 1.591
C 5.014 0.037 1.360
Cl 5.529 6.295 -1.904
C 7.585 7.808 -1.082
C -4.338 -4.032 -0.911
C -0.250 0.198 -2.672
H -9.781 0.794 0.832
H -4.592 -4.053 -3.179
C -7.250 -3.079 -0.318
Cl 3.871 -3.047 3.694
N -6.941 -2.105 -3.632
Cl 5.298 -2.151 7.290
C 9.045 -3.007 8.365
Br -3.444 -1.524 0.456
C 6.243 7.477 -0.866
H -0.003 1.549 -0.758
C 7.502 9.386 0.745
H 5.617 9.550 1.767
H 1.576 0.143 0.432
C -6.610 -1.894 -2.305
H 5.100 -0.947 5.109
H 0.326 -3.850 1.839
F -9.341 -1.329 -3.781
H 1.529 -2.557 0.523
Cl 2.309 2.342 -4.101
C 6.163 9.057 0.966
H 1.872 5.926 -0.881
C -3.737 -4.277 -2.410
H 1.880 -0.827 -1.235
C -1.605 -1.380 -4.376
*
```

These are the Löwdin partial charges, in e, on atoms 1 to 99: atom 1 (H): 0.118, atom 2 (C): -0.184, atom 3 (C): -0.057, atom 4 (Cl): 0.732, atom 5 (H): 0.124, atom 6 (H): 0.102, atom 7 (Cl): 0.686, atom 8 (C): -0.074, atom 9 (C): -0.177, atom 10 (C): -0.647, atom 11 (F): -0.027, atom 12 (C): -0.669, atom 13 (H): 0.125, atom 14 (C): -0.147, atom 15 (C): -0.649, atom 16 (C): -0.274, atom 17 (C): -0.655, atom 18 (N): 0.133, atom 19 (H): 0.191, atom 20 (H): 0.148, atom 21 (H): 0.107, atom 22 (C): -0.662, atom 23 (N): 0.016, atom 24 (C): -0.170, atom 25 (H): 0.107, atom 26 (Cl): 0.751, atom 27 (H): 0.064, atom 28 (O): -0.273, atom 29 (H): 0.121, atom 30 (H): 0.109, atom 31 (H): 0.107, atom 32 (C): -0.689, atom 33 (H): 0.117, atom 34 (H): 0.173, atom 35 (C): -0.104, atom 36 (F): -0.019, atom 37 (H): 0.019, atom 38 (C): -0.180, atom 39 (C): -0.684, atom 40 (F): 0.031, atom 41 (H): 0.141, atom 42 (H): 0.139, atom 43 (H): 0.108, atom 44 (C): -0.079, atom 45 (C): -0.107, atom 46 (C): -0.113, atom 47 (Cl): 0.738, atom 48 (H): 0.039, atom 49 (H): 0.109, atom 50 (H): 0.097, atom 51 (H): 0.063, atom 52 (H): 0.092, atom 53 (H): 0.047, atom 54 (C): -0.680, atom 55 (H): 0.106, atom 56 (C): -0.104, atom 57 (H): 0.081, atom 58 (H): 0.055, atom 59 (C): -0.189, atom 60 (H): 0.066, atom 61 (H): 0.107, atom 62 (N): 0.096, atom 63 (H): 0.137, atom 64 (C): -0.040, atom 65 (H): 0.109, atom 66 (H): 0.055, atom 67 (H): 0.151, atom 68 (C): -0.126, atom 69 (H): 0.122, atom 70 (C): -0.078, atom 71 (H): 0.074, atom 72 (H): 0.101, atom 73 (C): -0.214, atom 74 (C): -0.257, atom 75 (C): -0.200, atom 76 (H): 0.107, atom 77 (O): -0.120, atom 78 (H): 0.109, atom 79 (C): -0.106, atom 80 (O): 0.008, atom 81 (H): 0.181, atom 82 (C): -0.108, atom 83 (C): -0.139, atom 84 (H): 0.137, atom 85 (C): -0.106, atom 86 (Cl): 0.772, atom 87 (C): -0.104, atom 88 (C): -0.162, atom 89 (C): -0.202, atom 90 (H): 0.082, atom 91 (H): 0.089, atom 92 (C): -0.296, atom 93 (Cl): 0.672, atom 94 (N): 0.213, atom 95 (Cl): 0.709, atom 96 (C): -0.078, atom 97 (Br): 0.843, atom 98 (C): -0.649, atom 99 (H): 0.114

---

# 2
The following is a DFT calculation (ωB97M-V with the def2-TZVPD basis set) of a molecular structure, C43H52BN8OReS4.

As for the relative energy (zero: lowest compared OMol25 entry of this formula, charge and spin): 0.0 kcal/mol. The LUMO energy (spin up / spin down) comes out at -8.1 / -8.8 eV. The calculation puts the total energy at -105535.4650 eV. The value obtained for the largest force on an atom is 0.24 eV/A.

Structure (ORCA input):
```
! wB97M-V def2-TZVPD RIJCOSX def2/J DEFGRID3
* xyz 3 4
C -2.402 1.271 4.137
N 2.065 -2.156 2.737
C -4.050 -2.361 2.314
H 3.148 4.309 3.799
C -3.337 2.203 -2.278
H 0.051 -7.295 -2.572
H -6.104 0.410 2.542
S -0.342 2.550 0.890
C -0.637 1.986 -2.711
H -3.677 -0.935 -0.011
C 0.486 -0.767 -5.735
H 1.319 -1.583 -3.931
H -0.957 3.203 -4.446
Re 0.169 0.509 -0.198
S 2.081 0.110 1.148
H -2.263 -6.463 -2.381
C 2.885 2.020 -4.040
N 1.458 1.275 -1.786
H 1.545 -3.289 -2.295
N 1.706 3.787 2.279
H 1.674 -3.548 4.341
C 0.427 -1.233 -4.434
H 4.315 -1.335 1.296
H 0.987 2.617 -4.829
H -0.619 0.000 -7.406
H -6.520 -1.273 2.263
H -4.857 -3.012 1.977
N -1.430 0.731 3.321
H -3.917 -2.521 3.385
C -1.898 -0.372 -5.730
C -0.131 -6.234 -2.471
C 2.401 -3.224 0.539
C 2.372 3.642 3.480
H -2.687 -4.034 -2.146
H -3.140 -2.660 1.795
C 1.981 4.893 1.286
C -4.574 -0.649 0.538
H 1.432 -0.757 -6.261
H -4.578 1.010 4.108
C 3.116 5.759 1.825
H 1.441 -3.733 0.640
H 3.068 -3.861 -0.041
H -0.114 5.188 0.736
H 0.019 0.889 4.977
C 1.486 -2.581 3.917
O 0.259 -1.203 -1.402
H 3.664 -4.233 3.591
H 2.289 -4.903 2.675
N -1.192 1.390 -1.636
N -3.374 -0.009 2.631
C 0.792 2.805 2.194
C 1.640 -0.903 2.500
C -1.675 -4.409 -2.235
C 0.943 -5.350 -2.445
H -2.889 1.027 -0.532
H 3.437 2.310 -4.924
H -2.922 -0.870 -3.900
C 3.218 -4.337 2.601
C 0.728 5.750 1.138
H 3.296 6.554 1.104
C -2.046 -0.016 2.392
N 0.819 -0.525 3.485
C 0.719 -1.572 4.377
C -3.600 0.826 3.711
C -4.437 -0.912 2.032
H -4.812 0.402 0.355
C 1.512 2.199 -3.984
C 4.368 -2.277 1.837
H 0.441 6.180 2.098
H -5.753 -0.826 3.775
C 3.532 1.462 -2.953
C -5.774 -0.616 2.706
S -1.257 -0.882 1.092
H 2.055 2.158 5.077
C -1.971 -0.828 -4.419
C -2.513 1.505 -1.422
C 0.823 1.825 -2.846
H -4.395 2.273 -2.069
H 4.601 1.303 -2.949
H -3.388 3.389 -4.069
C -0.808 -1.254 -3.793
H 3.221 3.547 0.126
H 1.593 3.784 -0.553
H 1.954 -5.726 -2.525
H 0.942 6.570 0.453
H 2.857 6.234 2.771
H 3.261 0.650 -0.988
C 2.786 1.098 -1.850
B 0.063 0.807 3.782
H 2.248 -2.293 -0.009
C -1.435 -5.769 -2.365
C 0.722 -3.988 -2.327
C -0.673 -0.341 -6.381
N 0.843 2.063 3.306
C 3.022 -2.990 1.912
H 2.806 5.060 -0.684
H 0.128 -1.499 5.271
H -5.402 -1.246 0.158
H 5.077 -2.922 1.319
C 1.835 2.578 4.112
H 4.046 5.200 1.938
C -2.774 2.819 -3.384
C -1.409 2.711 -3.599
S -0.979 -1.828 -2.133
H 3.908 -4.921 1.995
H 4.758 -2.088 2.838
H -2.797 -0.058 -6.245
H -2.153 1.900 4.972
C 2.420 4.271 -0.039
C -0.590 -3.542 -2.229
*
```

These are the Löwdin partial charges, in e, on atoms 1 to 99: atom 1 (C): -0.002, atom 2 (N): 0.034, atom 3 (C): -0.022, atom 4 (H): 0.130, atom 5 (C): 0.004, atom 6 (H): 0.124, atom 7 (H): 0.100, atom 8 (S): 0.734, atom 9 (C): -0.199, atom 10 (H): 0.032, atom 11 (C): -0.047, atom 12 (H): 0.115, atom 13 (H): 0.127, atom 14 (Re): 0.958, atom 15 (S): 0.732, atom 16 (H): 0.123, atom 17 (C): 0.009, atom 18 (N): -0.046, atom 19 (H): 0.102, atom 20 (N): 0.031, atom 21 (H): 0.130, atom 22 (C): -0.062, atom 23 (H): 0.044, atom 24 (H): 0.125, atom 25 (H): 0.123, atom 26 (H): 0.105, atom 27 (H): 0.104, atom 28 (N): 0.046, atom 29 (H): 0.104, atom 30 (C): -0.046, atom 31 (C): -0.029, atom 32 (C): -0.042, atom 33 (C): 0.010, atom 34 (H): 0.116, atom 35 (H): 0.049, atom 36 (C): -0.528, atom 37 (C): -0.044, atom 38 (H): 0.122, atom 39 (H): 0.130, atom 40 (C): -0.036, atom 41 (H): 0.099, atom 42 (H): 0.102, atom 43 (H): 0.043, atom 44 (H): 0.133, atom 45 (C): 0.011, atom 46 (O): -0.699, atom 47 (H): 0.101, atom 48 (H): 0.097, atom 49 (N): -0.095, atom 50 (N): 0.029, atom 51 (C): -0.618, atom 52 (C): -0.598, atom 53 (C): -0.066, atom 54 (C): -0.039, atom 55 (H): 0.072, atom 56 (H): 0.136, atom 57 (H): 0.116, atom 58 (C): -0.036, atom 59 (C): -0.024, atom 60 (H): 0.105, atom 61 (C): -0.576, atom 62 (N): 0.040, atom 63 (C): -0.002, atom 64 (C): 0.007, atom 65 (C): -0.527, atom 66 (H): 0.092, atom 67 (C): 0.025, atom 68 (C): -0.024, atom 69 (H): 0.104, atom 70 (H): 0.099, atom 71 (C): 0.002, atom 72 (C): -0.035, atom 73 (S): 0.725, atom 74 (H): 0.142, atom 75 (C): -0.080, atom 76 (C): -0.117, atom 77 (C): -0.201, atom 78 (H): 0.130, atom 79 (H): 0.131, atom 80 (H): 0.136, atom 81 (C): -0.391, atom 82 (H): 0.094, atom 83 (H): 0.034, atom 84 (H): 0.122, atom 85 (H): 0.104, atom 86 (H): 0.100, atom 87 (H): 0.065, atom 88 (C): -0.112, atom 89 (B): -0.528, atom 90 (H): 0.034, atom 91 (C): -0.039, atom 92 (C): -0.080, atom 93 (C): -0.035, atom 94 (N): 0.037, atom 95 (C): -0.527, atom 96 (H): 0.102, atom 97 (H): 0.141, atom 98 (H): 0.105, atom 99 (H): 0.103